(1)
Density functional theory data (ωB97M-V/def2-TZVPD) for a molecular structure, C30H44EuN4OP2Si in a non-equilibrium geometry.

## Properties
Kohn-Sham gap (spin up / spin down), eV: 6.44 / 6.46
Molecular weight, g mol⁻¹: 718.7
ΔE to the lowest compared entry with this formula, charge and spin, kJ/mol: 67.7
Spin multiplicity: 8

Each line ends with the Löwdin spin population.
Cartesian coordinates (Å):
Eu 0.13355 -2.15662 -3.47421  7.005
C -0.89022 4.02070 -0.61306  0.000
C -1.69158 3.41004 -1.48779  0.000
C -1.31859 2.94993 -2.87122  0.000
C -0.03023 2.11087 -2.98960  0.001
C 1.19545 2.83429 -3.51803  0.000
C 1.56402 4.07446 -3.19372  0.000
C 0.87280 4.95683 -2.20188  0.000
C 0.58313 4.26154 -0.85973  0.000
C 2.02914 -3.00706 -2.05934  -0.024
H -1.26313 4.28031 0.39263  0.000
H -2.74893 3.22698 -1.26640  0.000
H -1.27153 3.76184 -3.60959  0.000
H -2.17470 2.33195 -3.20324  0.000
H 0.16519 1.62916 -2.01572  0.000
H -0.27053 1.28373 -3.69096  0.001
H 1.83773 2.20476 -4.16184  0.000
H 2.49442 4.49190 -3.58405  0.000
H -0.06146 5.33318 -2.63548  0.000
H 1.51308 5.83609 -2.02414  0.000
H 1.12642 3.29364 -0.84183  0.000
H 0.98991 4.87206 -0.03298  0.000
H 1.68611 -3.39806 -1.08699  -0.001
H 2.88169 -2.34142 -1.86608  -0.001
H 2.37392 -3.86100 -2.67111  0.000
P 1.48092 -1.52062 -5.83109  0.024
P -2.23514 -0.64680 -5.86974  0.004
N 2.71366 -0.30771 -6.16176  0.002
N 2.18384 -2.73881 -6.96026  0.001
N -2.18813 0.85975 -6.82574  0.000
N -3.70912 -1.10456 -6.83155  0.000
C 0.26747 -0.88892 -7.06139  0.005
C -1.10768 -1.57971 -6.99141  0.003
C 3.91539 -0.17569 -5.44984  0.001
C 4.75663 0.67274 -6.16904  0.000
C 4.05579 1.07768 -7.34931  0.000
C 2.81690 0.45225 -7.32934  0.000
C 2.43701 -4.07401 -6.64604  0.002
C 2.95114 -4.70591 -7.78097  0.000
C 2.96226 -3.74005 -8.83934  0.001
C 2.47853 -2.54919 -8.31146  0.000
C -1.77127 2.08495 -6.28376  0.000
C -1.54677 2.98148 -7.32035  0.000
C -1.82691 2.29752 -8.54663  0.000
C -2.16492 0.99400 -8.22458  0.000
C -4.54215 -0.46767 -7.76023  0.000
C -5.40127 -1.40667 -8.33112  0.000
C -5.08184 -2.67439 -7.74230  0.000
C -4.02995 -2.47005 -6.86497  0.000
H 0.62529 -1.06677 -8.09077  0.000
H 0.18140 0.20109 -6.89232  0.000
H -1.55491 -1.61853 -8.00677  0.000
H -1.07853 -2.62623 -6.61850  0.001
H 4.04766 -0.69639 -4.51087  0.000
H 5.76449 0.95793 -5.90426  0.000
H 4.39263 1.73270 -8.13758  0.000
H 2.02278 0.46947 -8.06122  0.000
H 2.19354 -4.44563 -5.65863  0.001
H 3.28124 -5.73366 -7.85531  0.000
H 3.28117 -3.87855 -9.86009  0.000
H 2.28999 -1.61436 -8.80827  0.000
H -1.71246 2.19200 -5.20610  0.000
H -1.23648 4.01146 -7.21025  0.000
H -1.81808 2.70438 -9.54668  0.000
H -2.47212 0.20262 -8.89081  0.000
H -4.44564 0.56889 -8.05031  0.000
H -6.14955 -1.19580 -9.08087  0.000
H -5.56512 -3.62243 -7.93194  0.000
H -3.42829 -3.17292 -6.30760  0.000
C -1.96448 -0.76915 0.93513  0.000
Si -0.51223 -1.53436 0.03288  -0.001
C 0.99122 -0.44440 0.40925  0.000
C -0.21561 -2.99078 1.25736  0.000
O -0.88693 -1.79801 -1.51216  -0.026
H -1.67085 -0.86529 1.99444  0.000
H -2.90770 -1.30989 0.78495  0.000
H -2.17236 0.27836 0.68436  0.000
H 1.11358 -0.48310 1.50784  0.000
H 1.91324 -0.85530 -0.01245  0.000
H 0.90214 0.59795 0.06709  0.000
H -1.12618 -3.59636 1.38635  0.000
H 0.58812 -3.67189 0.94569  0.000
H 0.04722 -2.55669 2.24608  0.000



(2)
Density functional theory data (ωB97M-V/def2-TZVPD) for a molecular structure, C16H19NO4S in a non-equilibrium geometry.

## Properties
Kohn-Sham gap, eV: 8.76
Molecular weight, g mol⁻¹: 321.4
ΔE to the lowest compared entry with this formula, charge and spin, kJ/mol: 1611.0

Each line ends with the Mulliken charge.
Cartesian coordinates (Å):
C -6.76800 -0.51533 -0.32846  -1.116
H -7.62068 -0.02820 -0.57887  0.411
O -5.72547 0.60930 -0.23815  -0.399
C -4.53251 0.16261 0.00028  0.977
C -4.07236 -1.28381 -0.07493  -1.386
C -2.80879 -1.41885 0.37873  -0.265
C -2.00139 -0.38795 0.69387  0.031
C -2.40748 1.05883 0.35871  -0.824
C -3.77556 1.31242 0.13833  0.821
C -4.23590 2.62998 0.17161  -1.546
H -4.78323 3.06201 -0.77440  0.249
H -5.16386 2.88979 0.82411  0.271
H -3.47181 3.22601 0.25055  0.545
H -1.67364 1.93428 0.69607  0.202
S -0.18819 -0.57085 0.66993  1.087
O 0.32107 0.52802 1.62662  -0.696
O 0.04139 -2.03780 1.38344  -0.702
N 0.34418 -0.59841 -0.71745  -0.074
H 0.94227 0.44627 -1.04334  0.466
C 1.20687 -1.60334 -1.05057  -1.227
H 0.69100 -2.56926 -0.93736  0.477
C 2.48862 -1.46637 -0.33860  -0.516
H 2.45206 -1.41763 0.64830  0.713
O 3.15386 -0.32229 -0.77578  -0.252
C 4.38577 0.19774 -0.61639  0.492
C 4.97769 1.27144 -0.82977  -0.077
C 6.08873 1.55472 -0.31272  -0.297
C 6.81386 1.18497 0.61698  -0.692
C 6.19701 -0.22322 1.20180  -0.852
C 5.12303 -0.73097 0.65708  -0.561
H 4.73268 -1.52841 0.89738  0.720
H 6.78128 -0.77877 1.71116  0.473
H 7.73392 1.44779 1.06860  0.441
H 6.43632 2.55950 -0.68490  0.167
H 4.30467 1.72738 -1.56252  0.305
H 3.25972 -2.23308 -0.72076  0.348
H 1.37841 -1.64116 -2.42680  0.269
H -2.35558 -2.31075 0.64954  0.620
H -4.77014 -1.90572 -0.05670  0.602
H -6.68578 -0.98791 -1.19828  0.486
H -6.81403 -1.24299 0.62366  0.309



(3)
Density functional theory data (ωB97M-V/def2-TZVPD) for a molecular structure, C36H40ClF5N8O2PPbS2 in a non-equilibrium geometry.

## Properties
Net charge: +3
Kohn-Sham gap, eV: 8.50
Molecular weight, g mol⁻¹: 1049.5
ΔE to the lowest compared entry with this formula, charge and spin, kJ/mol: 248.5

Each line ends with the Mulliken charge.
Cartesian coordinates (Å):
Pb -1.02712 0.30207 -1.12393  0.968
Cl -0.90903 -0.54910 1.53188  0.105
C 0.26104 -0.49662 2.82371  0.906
C -0.24830 -1.00841 4.01286  -0.590
C 0.53902 -1.12001 5.14105  -0.794
C 1.86685 -0.72595 5.08285  -0.909
C 2.36164 -0.19424 3.91144  -0.979
C 1.57704 -0.04169 2.74942  -0.134
P 2.68461 0.73379 1.52430  1.443
C 3.84172 -0.49512 0.92606  0.621
C 4.83601 -0.13946 0.00852  -0.252
C 5.69929 -1.10984 -0.46969  -0.969
C 5.59047 -2.42389 -0.02877  -0.702
C 4.62087 -2.77031 0.90201  -0.779
C 3.74149 -1.81236 1.37741  -0.586
C 3.34855 2.09774 2.46104  0.303
C 4.70449 2.23577 2.73574  -0.321
C 5.12704 3.33515 3.46766  -0.824
C 4.20514 4.27358 3.90650  -0.582
C 2.84947 4.12843 3.62494  -0.740
C 2.41091 3.03376 2.90684  -0.611
H -1.28002 -1.33119 4.03671  0.580
H 0.12128 -1.52107 6.05395  0.442
H 2.50920 -0.82038 5.94698  0.495
H 3.39763 0.11954 3.89735  0.458
H 4.95272 0.88679 -0.31879  0.490
H 6.47039 -0.84663 -1.18085  0.504
H 6.27401 -3.17586 -0.39923  0.479
H 4.54691 -3.78578 1.26611  0.523
H 2.98855 -2.08652 2.10246  0.412
H 5.42159 1.51463 2.36216  0.540
H 6.17844 3.46884 3.68090  0.486
H 4.53993 5.13526 4.46774  0.455
H 2.14535 4.87640 3.96179  0.485
H 1.36082 2.91312 2.66195  0.372
C -3.63142 5.12888 -3.56440  -1.300
C -3.01725 4.84988 -2.25068  0.874
N -2.83021 5.69753 -1.30163  -0.712
N -2.20379 5.01763 -0.31122  0.331
C -1.97033 3.74501 -0.61978  0.149
S -1.12394 2.62431 0.34229  -0.350
N -2.50635 3.60912 -1.86235  0.427
N -2.53783 2.42052 -2.57546  -0.833
H -3.98192 6.15775 -3.56767  0.355
H -4.47679 4.46896 -3.76221  0.351
H -2.90207 5.01682 -4.36933  0.333
H -1.97803 5.48946 0.55135  0.152
H -2.27868 2.60512 -3.54107  0.256
H -3.48217 2.02122 -2.56105  0.380
C -7.23977 -1.88080 0.67453  -1.414
C -6.54390 -3.14510 0.17753  0.798
C -5.45112 -3.59777 1.14537  -1.432
C -6.02448 -2.96600 -1.25994  -1.203
N -5.04277 -1.89423 -1.37246  0.855
C -3.77516 -1.85924 -0.95525  -1.162
N -3.29006 -0.66428 -1.24251  0.248
N -4.29238 0.01566 -1.84194  -0.054
N -5.33118 -0.71085 -1.91766  -0.680
H -7.71429 -2.07664 1.63470  0.428
H -8.01345 -1.55422 -0.02047  0.387
H -6.53443 -1.05749 0.81458  0.254
H -7.28628 -3.94318 0.10636  0.377
H -4.77185 -2.78082 1.40375  0.280
H -4.87964 -4.43526 0.73768  0.362
H -5.91309 -3.93636 2.07104  0.443
H -6.85085 -2.70288 -1.91704  0.366
H -5.56055 -3.88694 -1.61304  0.409
H -3.23652 -2.65936 -0.47846  0.817
F 4.02629 4.08969 -4.16272  -0.251
C 3.54415 3.46608 -3.11641  0.644
C 3.76919 3.93374 -1.83116  0.264
F 4.45946 5.03833 -1.63188  -0.270
C 3.24836 3.27923 -0.71910  0.371
F 3.45766 3.87398 0.44330  -0.209
C 2.52287 2.08820 -0.82745  -0.109
O 1.92763 1.37032 0.21467  1.270
C 2.30818 1.65622 -2.13449  -0.415
F 1.57827 0.55302 -2.36643  -0.121
C 2.76447 2.32942 -3.25416  -0.048
F 2.42746 1.86438 -4.44781  -0.278
C -0.66752 -4.78934 0.28296  -1.269
C -0.28490 -4.40104 -1.13700  -0.496
S 1.04921 -3.15746 -1.09233  0.440
O 0.34299 -1.84378 -0.80249  -0.171
C 1.46182 -3.16639 -2.87389  -0.638
C 0.26634 -2.91773 -3.77963  -0.966
H -1.42285 -5.57371 0.27447  0.396
H -1.05831 -3.92945 0.83104  0.208
H 0.19944 -5.17549 0.81857  0.406
H -1.12040 -3.95608 -1.67748  0.229
H 0.09937 -5.25347 -1.69900  0.542
H 1.92894 -4.13646 -3.05252  0.584
H 2.23236 -2.40620 -2.99010  0.332
H -0.30681 -3.83026 -3.92868  0.342
H 0.59716 -2.56819 -4.75585  0.388
H -0.38620 -2.15453 -3.34906  0.041